# C26H23N7STi

C26H23N7STi as an isolated structure (ωB97M-V/def2-TZVPD, the Open Molecules 2025 dataset).

XYZ file:
```
58
Properties=species:S:1:pos:R:3:forces:R:3:nbo_charge:R:1
Ti 0.6961 -0.3977 -0.1884 0.165 -0.224 0.292 1.6051
C 6.6309 -1.0713 -0.0816 0.057 -0.036 0.002 -0.6213
C 5.4655 -0.1459 0.2039 -0.184 -0.025 0.168 -0.2303
N 4.3488 -0.8857 0.8450 0.153 0.141 -0.211 -0.5006
C 3.1622 -1.0687 0.3419 -0.291 0.108 0.001 0.3082
S 1.9570 -2.0247 1.1548 0.128 0.002 -0.119 -0.0665
N 2.7850 -0.2899 -0.7681 -0.492 -0.430 -0.038 -0.4472
N 1.8560 -0.9409 -1.5815 0.462 -0.175 -0.069 -0.3622
C 1.8387 -2.1556 -2.0204 0.079 -0.077 -0.076 0.4557
C 3.0375 -2.9797 -2.2608 -0.049 -0.073 -0.073 -0.7098
C 0.4542 -2.6935 -2.0815 0.364 0.114 -0.037 0.1089
C 0.0106 -3.6290 -2.9832 -0.183 -0.173 0.047 -0.1733
C -1.3050 -4.0781 -2.8555 0.069 -0.033 -0.090 -0.1112
C -2.0898 -3.5782 -1.8365 -0.084 0.046 0.103 -0.1924
C -1.5642 -2.6206 -0.9737 0.033 -0.055 -0.071 0.0890
N -0.3157 -2.1861 -1.0915 0.004 0.066 -0.194 -0.4606
H 7.4493 -0.4939 -0.5097 -0.009 -0.018 -0.002 0.2535
H 6.3558 -1.8526 -0.7911 0.002 0.020 0.004 0.2119
H 7.0022 -1.5465 0.8276 -0.014 0.023 -0.007 0.2269
H 5.0638 0.3134 -0.6938 0.026 -0.017 -0.042 0.2379
H 5.7473 0.6548 0.8869 0.038 -0.009 0.025 0.2286
H 4.5236 -1.3307 1.7379 0.097 -0.011 0.010 0.4344
H 3.9503 -2.3909 -2.2301 -0.006 0.026 0.009 0.2591
H 2.9544 -3.4746 -3.2316 0.028 -0.012 0.032 0.2794
H 3.0690 -3.7706 -1.5035 0.031 -0.001 -0.012 0.2838
H 0.6603 -4.0013 -3.7637 -0.024 -0.005 0.015 0.2547
H -1.7022 -4.8099 -3.5464 0.011 0.008 0.009 0.2609
H -3.1101 -3.9078 -1.6982 0.011 -0.014 -0.029 0.2621
H -2.1644 -2.1906 -0.1821 -0.011 0.014 0.018 0.2273
N -7.3774 4.3489 3.5326 0.055 -0.029 -0.038 -0.2217
C -6.4231 3.8987 3.0798 0.149 -0.048 -0.045 0.2372
C -5.2206 3.3271 2.5176 -0.242 0.135 0.108 -0.1324
C -5.1561 1.9570 2.2880 0.056 -0.112 -0.037 -0.1387
C -4.0085 1.4092 1.7404 -0.152 0.040 0.043 -0.2207
C -2.9223 2.2265 1.4433 0.200 -0.112 -0.084 -0.0104
C -2.9869 3.5979 1.6754 -0.073 0.025 0.067 -0.2215
C -4.1409 4.1491 2.2075 0.064 0.022 -0.024 -0.1355
C -1.7062 1.6118 0.8491 -0.189 0.023 -0.046 0.1788
C -1.8289 1.0725 -0.4477 0.287 -0.026 -0.001 -0.0129
C -2.9032 1.2203 -1.3247 -0.124 0.070 -0.191 -0.1184
C -2.4925 0.7653 -2.5827 -0.135 0.028 0.090 -0.2881
C -1.1892 0.3388 -2.4375 0.221 -0.025 0.114 0.0520
N -0.7483 0.5096 -1.1599 -0.557 0.298 -0.019 -0.6088
C -0.5124 1.6479 1.5592 0.290 -0.111 -0.074 -0.0030
C -0.2419 2.3495 2.7465 -0.009 0.075 0.194 -0.0970
C 1.1198 2.2642 2.9938 -0.084 0.090 0.059 -0.2876
C 1.6545 1.4961 1.9712 -0.024 -0.230 -0.161 0.1009
N 0.7047 1.0846 1.0993 -0.180 0.734 0.428 -0.6115
H -6.0005 1.3283 2.5341 -0.004 0.014 0.011 0.2479
H -3.9563 0.3429 1.5586 0.007 0.019 0.004 0.2225
H -2.1499 4.2363 1.4217 -0.013 -0.014 -0.005 0.2360
H -4.2108 5.2140 2.3810 0.004 -0.002 -0.003 0.2507
H -3.8514 1.6694 -1.0720 0.025 -0.018 -0.030 0.2573
H -3.0602 0.7748 -3.4989 0.002 -0.001 0.030 0.2596
H -0.5327 -0.0725 -3.1896 -0.005 -0.006 -0.021 0.2215
H -0.9776 2.8749 3.3351 0.029 -0.026 0.001 0.2570
H 1.6668 2.7018 3.8126 -0.017 0.001 -0.026 0.2609
H 2.6848 1.2018 1.8410 0.011 0.006 -0.010 0.2138
```
Forces are in eV/Å.

Computed properties:
**Net charge**: +2
**Energy relative to the best compared isomer or geometry (same formula, charge and spin)**: 2.1 kcal/mol
**Lowest unoccupied orbital energy**: -7.79 eV
**Highest occupied orbital energy**: -0.5158 Eh
**HOMO-LUMO gap**: 6.251 eV